1.
{"formula": "C44H37Cl8N3O2PRhS5Si", "method": "wB97M-V/def2-TZVPD", "elements": ["Rh", "S", "C", "C", "C", "C", "C", "C", "N", "C", "C", "C", "C", "C", "C", "C", "C", "N", "C", "C", "C", "C", "C", "S", "C", "H", "H", "H", "H", "H", "H", "H", "H", "H", "H", "H", "H", "C", "C", "C", "O", "P", "S", "S", "O", "C", "C", "C", "H", "H", "H", "H", "H", "H", "H", "H", "H", "H", "H", "H", "H", "H", "Cl", "Si", "Cl", "Cl", "N", "S", "C", "C", "C", "C", "C", "C", "C", "C", "C", "C", "C", "C", "H", "H", "H", "H", "H", "H", "H", "H", "H", "H", "H", "Cl", "C", "C", "C", "Cl", "C", "Cl", "C", "Cl", "C", "Cl"], "coordinates": [[-1.04748, -1.12701, 0.67560], [-4.57778, 5.06049, 0.01330], [-3.69858, 6.35559, 0.72450], [-2.54788, 5.92879, 1.31420], [-2.34738, 4.54389, 1.19330], [-3.36188, 3.91129, 0.51050], [-3.52838, 2.50249, 0.28840], [-2.42268, 1.64799, 0.34780], [-2.50658, 0.33099, 0.32720], [-3.75518, -0.24851, 0.29140], [-4.92928, 0.54279, 0.12500], [-6.18458, -0.14291, 0.06810], [-6.26178, -1.48731, 0.17030], [-5.09388, -2.30061, 0.33060], [-5.11338, -3.67841, 0.35290], [-3.90078, -4.39501, 0.51230], [-2.73638, -3.65101, 0.73050], [-2.67758, -2.33281, 0.67390], [-3.83878, -1.63221, 0.43260], [-3.85508, -5.82451, 0.42720], [-4.90598, -6.71121, 0.33240], [-4.49758, -8.04681, 0.20340], [-3.14438, -8.18791, 0.19530], [-2.33358, -6.68061, 0.35440], [-4.80068, 1.91679, 0.09660], [-4.08248, 7.35429, 0.66580], [-1.86778, 6.58159, 1.83030], [-1.50368, 4.03149, 1.62090], [-1.42658, 2.07149, 0.40870], [-7.07968, 0.45169, -0.03880], [-7.21628, -1.98971, 0.13590], [-6.04538, -4.20651, 0.22850], [-1.82118, -4.18161, 0.95430], [-5.93688, -6.41011, 0.36510], [-5.18128, -8.87151, 0.11370], [-2.56468, -9.08341, 0.09870], [-5.66418, 2.55679, -0.02340], [-0.03998, 7.02899, -2.34670], [-0.64968, 5.94789, -1.46290], [-1.11768, 4.74779, -2.27230], [0.29452, 5.58379, -0.46040], [1.08762, 4.17749, -0.38570], [1.67452, 4.27299, 1.56670], [1.01852, 1.38319, 1.18470], [2.48022, 4.57689, -1.14870], [3.17362, 3.82839, -2.12840], [2.64542, 2.40809, -2.25740], [3.10532, 4.58629, -3.44950], [-0.78968, 7.42929, -3.02480], [0.78162, 6.61899, -2.92770], [0.34632, 7.83659, -1.72940], [-1.49808, 6.36799, -0.90800], [-0.31008, 4.40529, -2.91910], [-1.97578, 5.01889, -2.88180], [-1.40568, 3.93849, -1.60300], [4.21432, 3.79069, -1.78130], [1.61772, 2.42539, -2.61780], [2.67252, 1.92149, -1.28320], [3.25562, 1.84039, -2.95550], [2.09832, 4.54609, -3.85830], [3.79582, 4.15289, -4.16570], [3.36912, 5.62749, -3.28250], [-2.26488, -2.08911, 4.02220], [-1.21488, -0.65131, 2.97720], [-2.28368, 1.08239, 3.38770], [0.54372, -0.30341, 3.97660], [0.47892, 0.16439, 0.28550], [3.26342, -0.97541, 1.93680], [3.93952, -2.55471, 1.45680], [3.72752, -3.08721, 0.19400], [4.27482, -4.32091, -0.11660], [4.98492, -5.03281, 0.83520], [5.17312, -4.50331, 2.10130], [4.65572, -3.25851, 2.41170], [4.27142, 0.18359, 1.04860], [5.02352, -0.14891, -0.07100], [5.74892, 0.83419, -0.71950], [5.73332, 2.13979, -0.25740], [4.98882, 2.46839, 0.86570], [4.25672, 1.49529, 1.51730], [0.89452, 0.10169, -0.64200], [3.13082, -2.55441, -0.53220], [4.13322, -4.74311, -1.09990], [5.37322, -6.00991, 0.58790], [5.71752, -5.05871, 2.84900], [4.80182, -2.82941, 3.39020], [5.05052, -1.16601, -0.43330], [6.33402, 0.57849, -1.59180], [6.31342, 2.89309, -0.76730], [4.97752, 3.48119, 1.23470], [3.67252, 1.73869, 2.38950], [-0.67668, -2.02411, -1.72570], [0.14702, -3.15111, -0.69530], [0.17162, -2.77561, 0.65000], [0.77592, -3.69601, 1.50700], [0.85842, -3.39641, 3.19260], [1.30612, -4.90191, 1.03670], [2.06072, -5.98901, 2.12590], [1.23442, -5.23251, -0.31280], [1.85892, -6.72181, -0.88430], [0.64582, -4.33671, -1.20480], [0.53062, -4.70961, -2.87910]], "atomic_forces_ev_per_a": [[0.598, 0.680, 0.383], [0.562, -0.034, 0.190], [-0.074, -0.435, 0.003], [-0.279, 0.403, 0.050], [-0.442, -0.600, -0.294], [0.010, 1.174, 0.069], [-1.574, -0.938, -0.205], [0.465, -0.369, -0.211], [-1.243, -0.084, 0.289], [0.161, 2.249, -0.242], [0.715, -1.332, 0.093], [-0.089, -0.077, 0.018], [-0.081, 0.017, -0.072], [0.838, 1.268, 0.045], [1.414, -1.174, 0.211], [-1.517, 1.520, -0.138], [0.035, 0.063, 0.047], [-1.326, 0.047, 0.081], [-0.102, -2.131, 0.171], [0.196, -1.415, -0.034], [0.455, 0.713, 0.117], [0.228, -0.349, -0.050], [0.183, 0.459, 0.052], [-0.728, -0.112, -0.058], [1.449, 1.073, 0.187], [-0.072, 0.224, -0.012], [0.179, 0.109, 0.024], [0.278, -0.099, 0.079], [-0.001, -0.028, 0.023], [-0.109, 0.022, -0.026], [-0.150, -0.002, -0.042], [-0.111, -0.046, -0.035], [0.132, 0.174, 0.007], [-0.204, 0.061, -0.004], [-0.081, -0.164, -0.008], [0.089, -0.236, 0.002], [-0.125, -0.057, 0.107], [-0.126, -0.147, 0.244], [0.015, 0.020, -0.201], [-0.080, 0.181, 0.104], [-0.294, 0.910, 0.085], [0.115, -0.951, 0.340], [-0.505, -0.607, 0.229], [0.455, -0.708, -0.632], [0.167, 0.622, -0.083], [-0.056, -0.118, -0.216], [0.116, 0.105, -0.007], [0.120, -0.112, 0.347], [-0.097, 0.065, -0.128], [0.127, -0.054, -0.079], [0.018, 0.062, 0.032], [0.114, -0.063, -0.214], [-0.028, -0.155, -0.076], [-0.086, 0.090, -0.151], [-0.031, -0.066, -0.104], [-0.127, -0.028, -0.127], [-0.086, -0.074, -0.030], [0.011, -0.144, 0.086], [0.121, -0.063, -0.091], [-0.158, -0.017, -0.067], [0.107, -0.059, -0.212], [0.056, 0.091, -0.031], [-0.045, -0.079, -0.120], [0.440, 0.064, -0.506], [-0.073, -0.084, -0.088], [-0.203, -0.019, 0.176], [-0.402, 1.275, 1.159], [0.047, -0.291, -0.076], [-0.166, 0.605, 0.227], [0.126, -0.175, 0.057], [0.056, 0.006, -0.118], [0.111, -0.017, -0.015], [0.055, -0.054, -0.033], [0.104, -0.179, -0.055], [0.110, -0.110, -0.026], [-0.079, -0.034, 0.038], [0.077, 0.103, -0.053], [0.086, -0.019, 0.028], [0.061, 0.045, -0.104], [0.024, -0.273, -0.102], [0.319, -0.136, 0.078], [-0.036, 0.116, -0.051], [-0.046, -0.031, -0.127], [0.074, -0.068, -0.003], [0.073, -0.080, 0.079], [0.009, 0.075, 0.097], [0.036, 0.032, -0.016], [0.043, -0.037, -0.057], [0.058, 0.124, -0.033], [-0.100, 0.134, 0.029], [-0.074, 0.147, 0.180], [-0.179, 0.278, -0.700], [0.380, -0.324, 0.680], [0.028, -0.224, -0.210], [-0.158, 0.118, -0.243], [-0.009, 0.017, 0.116], [-0.062, -0.044, 0.008], [-0.133, -0.151, 0.050], [-0.156, 0.151, -0.044], [0.020, -0.141, -0.044], [0.070, -0.140, -0.010], [-0.028, 0.070, -0.003]], "mulliken_charge": [-0.511, -0.225, -0.144, -1.116, -0.184, 0.437, 0.677, -1.012, 0.208, 0.037, 0.446, -1.303, -1.142, 0.358, -0.735, 0.814, -0.771, 0.680, -0.016, 0.455, -0.676, -0.636, -0.496, 0.148, -0.714, 0.489, 0.402, 0.659, 0.426, 0.454, 0.458, 0.389, 0.263, 0.399, 0.421, 0.446, 0.508, -1.444, 1.209, -1.171, -0.367, 0.505, -0.547, -0.216, -0.251, 1.011, -0.954, -1.641, 0.404, 0.173, 0.382, -0.205, 0.194, 0.442, 0.196, -0.091, 0.342, -0.192, 0.535, 0.254, 0.455, 0.362, -0.311, 0.643, -0.305, -0.204, -0.275, 0.054, 0.121, 0.000, -1.066, -0.715, -0.746, -0.258, 0.871, -0.505, -0.820, -0.551, -0.442, -0.760, 0.131, 0.804, 0.529, 0.395, 0.396, 0.486, 0.477, 0.399, 0.478, 0.342, 0.564, -0.162, 1.860, -0.957, 1.085, -0.190, 0.240, -0.106, -0.056, -0.166, -0.335, -0.219], "lumo_energy_ev": [-1.81, -1.81], "homo_energy_ev": [-6.692, -6.388], "de_lowest_kj_mol": 315.0, "fmax_ev_per_a": 2.3, "total_charge": 0}

---

2.
{"formula": "C17H35INOP2SiYb", "method": "wB97M-V/def2-TZVPD", "elements": ["C", "I", "H", "H", "H", "Yb", "P", "C", "C", "H", "H", "H", "H", "H", "H", "C", "H", "H", "H", "P", "C", "C", "H", "H", "H", "C", "H", "H", "H", "H", "H", "H", "C", "O", "C", "Si", "C", "C", "N", "C", "C", "C", "C", "C", "C", "H", "H", "H", "H", "H", "H", "H", "H", "H", "H", "H", "H", "H", "H"], "coordinates": [[-3.38884, -2.41965, -0.42582], [-3.91780, -0.72790, -1.91227], [-2.96914, -2.09263, 0.53446], [-2.83079, -3.21483, -0.93703], [-4.41507, -2.75127, -0.21266], [-1.36775, -0.72503, -0.45517], [0.32201, -3.19236, -0.54710], [0.51475, -3.95941, -2.20999], [2.01498, -3.48090, 0.13017], [2.55034, -4.31714, -0.34767], [-0.07371, -5.53449, 0.09583], [1.94104, -3.68854, 1.20750], [-0.49043, -4.37362, 1.39553], [1.08451, -3.29119, -2.86321], [2.61294, -2.56548, 0.01326], [-0.54138, -4.56453, 0.31481], [1.01663, -4.93287, -2.16645], [-1.59928, -4.59601, 0.02399], [-0.47584, -4.09082, -2.65907], [-2.32355, 1.77404, 0.63432], [-3.03299, 2.88561, -0.63019], [-3.78340, 1.50656, 1.70533], [-1.00103, 2.54935, 2.50750], [-2.22707, 3.77207, 2.07512], [-0.74579, 3.56517, 1.08806], [-1.50867, 3.04441, 1.67434], [-3.44809, 0.98448, 2.61329], [-4.21412, 2.47961, 1.98094], [-3.63116, 3.67147, -0.15447], [-3.65384, 2.30373, -1.31874], [-4.52926, 0.88429, 1.19588], [-2.21536, 3.34163, -1.19946], [-1.45630, 0.84036, -2.42609], [-1.40372, 1.60890, -3.28714], [1.86991, -0.68153, -2.56902], [1.98102, 0.75023, -1.36803], [3.80572, 0.85326, -0.90767], [1.62004, 2.39151, -2.19766], [0.91256, 0.43917, -0.01997], [1.20383, 0.97827, 1.20116], [0.84112, 0.24895, 2.37588], [1.02489, 0.79919, 3.63088], [1.55363, 2.09146, 3.77516], [1.97357, 2.80649, 2.65169], [1.85225, 2.23787, 1.38861], [2.51258, -0.43759, -3.42970], [0.85371, -0.84584, -2.94482], [2.23726, -1.61581, -2.12925], [4.31919, 0.90287, -1.88299], [4.05510, 1.75255, -0.32366], [4.17576, -0.02189, -0.35147], [0.64404, 2.39445, -2.69181], [1.63633, 3.22827, -1.48777], [2.39309, 2.57559, -2.95905], [0.50299, -0.77947, 2.23336], [0.79664, 0.20919, 4.51674], [1.69636, 2.49316, 4.77694], [2.43546, 3.79049, 2.74599], [2.29013, 2.74618, 0.52866]], "atomic_forces_ev_per_a": [[-1.669, 0.165, -0.839], [-0.652, -1.698, 0.871], [-0.095, 0.097, -0.158], [-0.109, 0.533, 0.050], [0.522, -0.047, -0.019], [2.168, 0.486, 0.416], [0.625, -1.515, -0.146], [-0.275, 0.413, -0.293], [0.228, 0.691, 0.326], [-0.443, 0.283, 0.049], [-0.139, 0.292, 0.069], [0.025, 0.096, -0.286], [-0.072, -0.167, -0.206], [-0.086, -0.219, 0.065], [-0.026, -0.314, 0.048], [-0.251, 0.102, 0.204], [-0.131, 0.221, 0.167], [0.260, -0.216, 0.102], [0.122, -0.061, -0.028], [-0.722, 1.184, 0.730], [0.087, -0.166, -0.314], [-0.019, -0.383, 0.056], [-0.067, 0.141, -0.022], [0.077, -0.261, -0.254], [-0.109, 0.000, 0.105], [0.636, -0.260, 0.031], [-0.222, 0.164, -0.150], [0.013, -0.369, -0.076], [0.109, -0.178, -0.135], [-0.055, 0.296, 0.052], [0.014, 0.182, 0.182], [-0.202, 0.037, 0.061], [1.215, 3.265, -3.494], [-0.629, -2.832, 2.944], [-0.218, 0.142, 0.018], [1.568, 0.653, -0.808], [-0.250, -0.128, 0.268], [-0.350, -0.061, -0.129], [-0.211, 0.032, 1.289], [-0.277, -0.504, -0.435], [-0.156, 0.387, 0.190], [-0.057, -0.467, -0.164], [0.093, -0.075, 0.097], [0.093, -0.174, -0.537], [0.372, 0.212, 0.159], [-0.248, -0.111, 0.193], [0.054, -0.109, -0.150], [-0.010, 0.244, -0.076], [0.022, -0.001, 0.407], [0.019, -0.304, -0.303], [-0.053, 0.234, -0.228], [0.355, 0.229, 0.000], [0.035, -0.168, -0.167], [-0.238, -0.035, 0.185], [-0.067, 0.215, 0.182], [0.004, 0.170, -0.168], [-0.074, 0.002, -0.260], [-0.137, -0.322, 0.066], [-0.398, -0.019, 0.264]], "lowdin_spin": [0.000, 0.002, 0.000, 0.000, 0.000, 0.006, 0.002, 0.000, 0.000, 0.000, 0.000, 0.000, 0.000, 0.000, 0.000, 0.000, 0.000, 0.000, 0.000, 0.002, 0.000, 0.001, 0.001, 0.000, 0.001, 0.002, 0.000, 0.000, 0.000, 0.000, 0.000, 0.000, 0.002, 0.000, 0.004, 0.045, 0.010, 0.015, 0.420, 0.061, 0.114, -0.001, 0.170, -0.011, 0.137, 0.001, 0.000, 0.000, 0.000, 0.002, 0.000, 0.000, 0.000, 0.001, 0.005, -0.003, 0.008, -0.003, 0.004], "spin_multiplicity": 2, "lumo_energy_ev": [-7.20, -7.87], "homo_energy_ev": [-14.279, -14.700], "de_lowest_kj_mol": 42.9, "fmax_ev_per_a": 4.9, "total_charge": 2}